The molecule CH2FPS at a distorted geometry. Source: OMol25; level of theory: ωB97M-V/def2-TZVPD.

Geometry (Å):
C 0.12 -0.13 0.83
P -0.01 0.23 -0.79
F 0.46 1.89 -0.97
S -0.92 -1.20 -1.94
H 0.54 0.27 1.66
H -0.18 -1.06 1.22

HOMO energy: -9.1573 eV
Orbital gap: 7.728 eV
Energy relative to the best compared isomer or geometry (same formula, charge and spin): 128.5 kJ/mol
Largest force on an atom: 3.73 eV/Å
Multiplicity: 1
SMILES string: C=P(F)=S



A cluster of 2 separate species, C6H7Br in total at a distorted geometry. Source: OMol25; level of theory: ωB97M-V/def2-TZVPD.

Geometry (Å):
C 2.30 -0.91 1.69
C 1.68 0.19 1.82
C 0.64 0.97 1.57
C 0.61 0.57 -0.82
C -1.68 -0.48 -0.47
C -0.83 0.47 -1.42
Br 1.73 -0.75 -1.22
H 3.04 -1.66 1.78
H 0.53 2.07 1.68
H -1.36 -1.37 -0.15
H -2.08 -0.01 0.43
H -2.57 -0.74 -1.05
H -1.16 1.52 -1.42
H -0.85 0.12 -2.42

HOMO energy (alpha / beta): -8.3072 / -7.6104 eV
Orbital gap (alpha / beta): 7.583 / 6.670 eV
Energy relative to the best compared isomer or geometry (same formula, charge and spin): 721.6 kJ/mol
Largest force on an atom: 4.84 eV/Å
Multiplicity: 1



A cluster of 4 separate species, C37H58N4O2P in total at a distorted geometry. Source: OMol25; level of theory: ωB97M-V/def2-TZVPD.

Geometry (Å):
C 0.21 3.33 2.11
C 1.43 2.29 1.98
C 1.60 1.54 3.39
C 2.59 0.29 3.19
C 1.73 -1.04 3.48
C 0.85 -1.30 2.16
C -0.43 -2.17 2.59
N -1.44 -2.16 1.49
C -2.30 -0.91 1.37
C -2.98 -1.28 -0.01
C -3.77 -0.15 -0.84
C -3.63 1.32 -0.27
O -3.89 1.69 0.88
C -4.08 -2.47 0.08
C -5.00 -2.38 1.37
C -5.99 -1.13 1.41
C -7.21 -1.28 2.42
C -6.84 -0.94 3.94
N -7.67 0.23 4.43
N -1.73 -1.60 -0.79
P -0.61 -0.27 -1.10
O 0.87 -0.68 -0.95
C -1.00 -2.49 0.16
N -0.13 -3.43 -0.20
C 0.23 -3.72 -1.62
C 1.77 -3.44 -1.97
H 0.63 4.35 2.38
H -0.34 3.46 1.12
H -0.52 2.94 2.89
H 2.39 2.84 1.71
H 1.22 1.57 1.13
H 2.03 2.25 4.18
H 0.56 1.25 3.74
H 3.53 0.34 3.82
H 2.94 0.28 2.10
H 0.99 -0.83 4.33
H 2.35 -1.93 3.81
H 0.46 -0.35 1.69
H 1.47 -1.85 1.37
H -0.87 -1.87 3.59
H -0.06 -3.25 2.68
H -1.74 0.07 1.49
H -2.90 -0.97 2.33
H -3.34 -0.17 -1.91
H -4.88 -0.38 -0.98
H -3.29 2.13 -1.02
H -3.51 -3.46 0.15
H -4.69 -2.55 -0.89
H -5.67 -3.31 1.38
H -4.37 -2.47 2.32
H -6.43 -0.94 0.38
H -5.39 -0.22 1.72
H -7.59 -2.36 2.35
H -8.10 -0.62 2.13
H -7.10 -1.80 4.65
H -5.74 -0.66 4.02
H -7.71 0.20 5.45
H -8.64 0.10 4.12
H -0.82 0.88 -0.28
H -0.79 0.16 -2.46
H 0.32 -4.04 0.51
H -0.44 -3.15 -2.33
H 0.04 -4.83 -1.86
H 1.90 -2.54 -2.63
H 2.21 -4.34 -2.53
H 2.38 -3.31 -1.02
C 5.11 4.61 -0.90
C 6.48 4.38 -0.98
C 6.97 3.07 -0.94
C 6.08 2.00 -0.83
C 4.72 2.24 -0.75
C 4.23 3.54 -0.78
H 4.73 5.62 -0.92
H 7.16 5.21 -1.08
H 8.03 2.89 -1.00
H 6.46 0.99 -0.81
H 4.03 1.40 -0.67
H 3.16 3.72 -0.71
C -8.14 -4.86 -4.24
C -8.06 -4.58 -2.89
C -7.36 -3.45 -2.45
C -6.76 -2.61 -3.37
C -6.84 -2.89 -4.73
C -7.53 -4.02 -5.17
H -8.68 -5.74 -4.58
H -8.53 -5.23 -2.17
H -7.29 -3.24 -1.39
H -6.22 -1.73 -3.04
H -6.37 -2.23 -5.46
H -7.59 -4.24 -6.23
C 12.22 5.59 -3.24
C 12.85 5.25 -2.05
C 12.22 4.39 -1.16
C 10.97 3.86 -1.46
C 10.35 4.20 -2.66
C 10.97 5.07 -3.55
H 12.71 6.27 -3.94
H 13.82 5.66 -1.81
H 12.70 4.12 -0.22
H 10.48 3.18 -0.77
H 9.37 3.78 -2.90
H 10.48 5.34 -4.48

Net charge: +1
HOMO energy: -10.4305 eV
Orbital gap: 7.061 eV
Energy relative to the best compared isomer or geometry (same formula, charge and spin): 389.9 kJ/mol
Largest force on an atom: 4.47 eV/Å
Multiplicity: 1



A cluster of 3 separate species, C3H15N3O2 in total at a distorted geometry. Source: OMol25; level of theory: ωB97M-V/def2-TZVPD.

Geometry (Å):
N -2.64 1.54 0.14
C -1.90 0.65 -0.73
C -0.76 -0.21 -0.14
N 0.59 0.27 -0.64
C 1.58 -0.49 0.02
N 1.57 -0.14 1.48
H -1.95 2.16 0.54
H -3.26 1.20 0.82
H -1.62 1.25 -1.57
H -2.54 -0.10 -1.16
H -0.80 -0.09 1.00
H -0.89 -1.33 -0.41
H 0.82 1.28 -0.50
H 2.65 -0.31 -0.43
H 1.41 -1.66 -0.06
H 0.80 -0.64 1.95
H 2.50 -0.27 1.86
O -0.39 2.61 1.75
H -0.16 3.45 1.57
H 0.38 2.03 1.82
O 1.75 -3.60 -2.25
H 1.06 -3.08 -2.58
H 1.81 -4.50 -2.48

HOMO energy: -8.6481 eV
Orbital gap: 9.507 eV
Energy relative to the best compared isomer or geometry (same formula, charge and spin): 119.3 kJ/mol
Largest force on an atom: 4.74 eV/Å
Multiplicity: 1
SMILES string: NCCNCN.O.O



A cluster of 6 separate species, C3H17NO7 in total at a distorted geometry. Source: OMol25; level of theory: ωB97M-V/def2-TZVPD.

Geometry (Å):
O 1.57 -0.99 0.81
C 0.94 -0.55 -0.11
C 1.17 0.89 -0.56
C 0.60 2.03 0.33
O 1.50 2.69 1.16
N 0.58 0.91 -1.97
H 0.39 -1.31 -0.74
H 2.27 0.91 -0.78
H 0.03 2.75 -0.18
H -0.22 1.58 1.05
H 2.40 2.22 1.24
H 1.18 1.60 -2.36
H -0.39 1.25 -2.04
H -1.95 -3.82 1.61
H -0.74 -3.43 2.29
O -0.93 -4.02 1.52
H -4.13 -1.37 1.10
H -4.17 -0.18 0.36
O -4.20 -1.06 0.21
H 1.30 4.00 -1.64
H 2.00 4.39 -0.38
O 1.96 3.66 -1.12
H 0.27 -0.78 -2.90
H -0.74 -1.77 -3.26
O 0.19 -1.66 -3.25
H -0.97 -1.62 2.48
H -1.82 -1.31 3.65
O -1.97 -1.58 2.71

Net charge: +1
⟨S²⟩: 0.758
HOMO energy (alpha / beta): -14.1680 / -14.1669 eV
Orbital gap (alpha / beta): 8.343 / 4.540 eV
Largest force on an atom: 4.77 eV/Å
Multiplicity: 2



A cluster of 2 separate species, C3H11NO2 in total at a distorted geometry. Source: OMol25; level of theory: ωB97M-V/def2-TZVPD.

Geometry (Å):
C -1.07 -1.36 -0.86
C 0.38 -1.44 -0.40
O 1.14 -0.70 -1.32
C 0.57 -0.98 1.06
N 1.99 -0.90 1.44
H -1.81 -1.79 -0.19
H -1.14 -1.83 -1.84
H -1.35 -0.32 -1.06
H 0.60 -2.50 -0.50
H 1.99 -0.54 -0.87
H 0.15 -1.73 1.72
H 0.17 0.03 1.06
H 2.63 -1.51 0.95
H 2.37 0.02 1.25
O -2.51 4.40 0.07
H -2.81 5.30 0.17
H -3.23 3.77 0.10

HOMO energy: -9.4948 eV
Orbital gap: 10.379 eV
Energy relative to the best compared isomer or geometry (same formula, charge and spin): 52.5 kJ/mol
Largest force on an atom: 1.88 eV/Å
Multiplicity: 1
SMILES string: C[C@@H](O)CN.O